This record from the Open Molecules 2025 dataset describes a 12-piece molecular cluster, H24O12 overall in a non-equilibrium geometry. The level of theory is ωB97M-V/def2-TZVPD.

Its net charge is 0. The frontier orbital gap comes out at 9.68 eV. The SMILES is O.O.O.O.O.O.O.O.O.O.O.O. The multiplicity is 1.

Each line ends with the Löwdin charge.
CARTESIAN COORDINATES (ANGSTROEM)
O1 -0.2921 -0.1558 0.1588  -0.053
H1 -0.4174 0.6297 0.6466  -0.018
H2 0.1962 0.2276 -0.6498  0.066
O2 -0.0876 -3.2036 -0.3422  -0.099
H3 0.9298 -3.2947 -0.1505  0.079
H4 -0.1910 -2.9412 -1.2468  0.013
O3 -2.9498 0.0244 -2.2652  -0.072
H5 -3.6591 0.6774 -2.5860  0.086
H6 -2.6636 0.5078 -1.4970  0.001
O4 -0.0509 1.2477 3.2417  -0.035
H7 0.3357 1.6737 2.5151  -0.021
H8 -0.9988 1.4376 3.0409  0.065
O5 -3.3885 -0.6142 1.1793  -0.055
H9 -3.0345 -1.4849 1.0922  0.027
H10 -2.7099 -0.0956 0.7183  0.002
O6 -4.9729 0.2726 -0.5641  -0.071
H11 -5.9064 0.5835 -0.4692  0.071
H12 -4.5382 0.9520 -1.0715  -0.008
O7 2.7329 -1.2382 -0.0506  -0.087
H13 3.7162 -0.9783 0.0772  0.082
H14 2.4339 -1.9647 0.5490  0.062
O8 -0.2823 -2.8362 1.9582  -0.091
H15 -0.1812 -1.8981 2.3888  0.098
H16 0.5365 -3.2099 2.2112  -0.005
O9 2.3248 1.2034 -0.1707  -0.125
H17 2.7438 0.4977 0.2109  -0.069
H18 2.9273 1.6538 -0.7906  0.058
O10 -0.8622 -0.3783 -3.3353  -0.053
H19 -0.1920 -0.9383 -3.5947  -0.014
H20 -0.5916 -0.1905 -2.3859  0.041
O11 4.3572 1.0025 -0.0299  -0.048
H21 4.8492 1.5513 0.5310  0.062
H22 4.9917 0.3868 -0.4506  0.099
O12 1.9503 3.4730 0.2313  -0.069
H23 1.8902 4.1812 0.9029  0.056
H24 1.0544 3.2389 -0.0031  0.027

This record from the Open Molecules 2025 dataset describes C20H46OP4Y as an isolated structure in a non-equilibrium geometry. The level of theory is ωB97M-V/def2-TZVPD.

Its net charge is +3. The frontier orbital gap (alpha / beta) comes out at 6.50 / 6.94 eV. The multiplicity is 1.

Each line ends with the Löwdin charge.
CARTESIAN COORDINATES (ANGSTROEM)
Y1 -0.3092 0.6127 1.1476  1.022
P1 -0.4183 0.5999 3.9018  0.709
P2 0.8685 -2.0109 0.8231  0.713
P3 -2.6215 -0.6594 0.2395  0.731
H1 0.3241 2.8343 -0.4830  0.057
C1 -0.4870 2.6483 0.2297  -0.295
C2 -0.2866 2.7940 1.6334  -0.302
H2 0.7082 3.0232 2.0526  0.077
C3 0.7913 1.5866 4.8570  -0.236
C4 -0.3330 -0.9980 4.7759  -0.259
C5 -1.9997 1.2789 4.5101  -0.243
C6 1.1783 -2.5465 -0.9047  -0.248
C7 2.5254 -2.2357 1.5747  -0.253
C8 -0.0608 -3.4314 1.5129  -0.247
C9 -4.0518 0.2965 -0.3745  -0.245
C10 -3.4057 -1.6592 1.5665  -0.242
C11 -2.4987 -1.8969 -1.1131  -0.249
H3 -1.4893 2.8136 -0.1940  0.075
H4 -1.1080 3.1545 2.2650  0.075
H5 0.9721 2.5445 4.3551  0.040
H6 1.7384 1.0365 4.9266  0.058
H7 0.3947 1.7733 5.8651  0.075
H8 0.6928 -1.3850 4.7305  0.050
H9 -1.0109 -1.7169 4.2990  0.032
H10 -0.6286 -0.8533 5.8237  0.073
H11 -2.1190 2.3110 4.1630  0.048
H12 -2.0020 1.2560 5.6068  0.073
H13 -2.8341 0.6794 4.1271  0.040
H14 1.2942 -3.6374 -0.9521  0.076
H15 2.0873 -2.0744 -1.2969  0.035
H16 0.3393 -2.2480 -1.5443  0.025
H17 2.7419 -3.3077 1.6798  0.071
H18 2.5385 -1.7700 2.5683  0.044
H19 3.3008 -1.7702 0.9556  0.034
H20 0.6065 -4.3004 1.5685  0.071
H21 -0.9271 -3.6806 0.8889  0.035
H22 -0.4116 -3.1955 2.5258  0.035
H23 -4.9555 -0.3276 -0.3100  0.070
H24 -3.8852 0.5952 -1.4185  0.036
H25 -4.1866 1.1952 0.2397  0.054
H26 -4.4298 -1.9138 1.2580  0.071
H27 -3.4457 -1.0716 2.4944  0.034
H28 -2.8392 -2.5808 1.7548  0.038
H29 -3.5096 -2.2429 -1.3707  0.078
H30 -1.8938 -2.7614 -0.8139  0.025
H31 -2.0475 -1.4313 -1.9999  0.035
C12 -0.1236 0.7483 -3.8803  -0.378
C13 -0.3954 -0.1963 -4.9362  0.033
C14 -1.5916 -0.1012 -5.6258  -0.030
C15 -2.6197 0.7378 -5.1617  -0.005
C16 -2.4880 1.3705 -3.9160  -0.058
C17 -1.2902 1.2884 -3.2240  -0.009
O1 1.0571 1.1799 -3.6310  -0.061
H32 2.5388 0.7216 -2.9638  0.035
H33 0.4064 -0.8636 -5.2563  0.131
H34 -1.7263 -0.6731 -6.5457  0.132
H35 -3.5387 0.8630 -5.7411  0.136
H36 -3.3189 1.9400 -3.4982  0.120
H37 -1.1460 1.7893 -2.2663  0.081
C18 2.8516 0.9975 -0.3391  -0.211
P4 3.5460 1.0614 -1.9989  0.918
C19 4.0117 2.7301 -2.4601  -0.175
C20 4.9079 -0.0835 -2.2180  -0.186
H38 2.0405 1.7345 -0.2088  0.022
H39 3.6477 1.2220 0.3882  0.091
H40 2.4802 -0.0201 -0.1398  -0.017
H41 4.9857 2.7064 -2.9701  0.078
H42 3.2450 3.0966 -3.1589  0.072
H43 4.0516 3.3758 -1.5732  0.074
H44 4.9863 -0.7672 -1.3616  0.061
H45 5.8408 0.4871 -2.3279  0.075
H46 4.7344 -0.6720 -3.1307  0.078

We obtain energy values of -24954.2316; -61705.2307 eV for the records listed above, in that order.
We obtain ΔE to the lowest compared entry with this formula, charge and spin values of 172.1; 0.0 kcal/mol for the records listed above, in that order.